{
  "formula": "C12H9F3N5O6S",
  "method": "wB97M-V/def2-TZVPD",
  "gap_ev": 3.47,
  "charge": -1,
  "e_lumo_ev": 0.2,
  "e_homo_ha": -0.121,
  "symbols": ["C", "C", "N", "C", "C", "C", "N", "H", "H", "H", "H", "H", "H", "H", "O", "S", "O", "C", "F", "F", "F", "C", "C", "C", "N", "O", "O", "N", "C", "C", "N", "O", "O", "C", "H", "H"],
  "coordinates": [[1.988, -0.959, 1.470], [0.624, -0.433, 1.536], [-0.491, -1.229, 1.471], [-1.555, -0.387, 1.542], [-2.956, -0.866, 1.508], [-1.044, 0.954, 1.658], [0.301, 0.891, 1.662], [2.700, -0.139, 1.331], [2.228, -1.511, 2.389], [2.066, -1.648, 0.620], [-3.649, -0.019, 1.491], [-3.133, -1.486, 0.619], [-3.176, -1.483, 2.391], [-1.628, 1.863, 1.725], [1.525, 3.451, -1.463], [2.449, 3.008, -0.449], [2.952, 1.654, -0.403], [3.982, 4.097, -0.589], [4.565, 3.866, -1.774], [3.640, 5.403, -0.500], [4.850, 3.798, 0.405], [1.861, 3.492, 1.170], [2.332, 2.797, 2.292], [1.983, 3.306, 3.543], [2.295, 2.808, 4.802], [2.936, 1.850, 5.193], [1.664, 3.693, 5.729], [0.997, 4.703, 5.074], [1.202, 4.456, 3.748], [0.726, 5.153, 2.576], [-0.080, 6.352, 2.618], [-0.529, 6.780, 3.699], [-0.299, 6.921, 1.521], [1.085, 4.655, 1.310], [2.965, 1.916, 2.230], [0.776, 5.191, 0.416]],
  "lowdin_charge": [-0.077, -0.477, 0.074, -0.422, -0.103, -0.183, 0.026, 0.033, 0.065, 0.069, 0.058, 0.059, 0.059, 0.063, -0.265, 0.784, -0.267, -0.618, 0.135, 0.123, 0.122, -0.260, 0.067, -0.097, -0.140, 0.092, 0.040, 0.134, -0.136, -0.055, -0.319, 0.068, 0.031, 0.058, 0.128, 0.131]
}

=====

{
  "formula": "C3H10N6",
  "method": "wB97M-V/def2-TZVPD",
  "gap_ev": [7.64, 8.35],
  "charge": 2,
  "e_lumo_ev": [-10.0, -9.6],
  "de_lowest_kj_mol": 320.8,
  "e_homo_ha": [-0.650, -0.660],
  "symbols": ["C", "C", "C", "N", "N", "N", "N", "N", "N", "H", "H", "H", "H", "H", "H", "H", "H", "H", "H"],
  "coordinates": [[-1.603, 0.154, -0.034], [1.165, -0.992, 0.189], [1.750, 1.450, 0.218], [-1.603, -1.148, -0.160], [-0.480, 0.772, 0.390], [-0.997, -2.059, 0.510], [0.789, 0.304, 0.083], [-2.688, 0.846, -0.375], [2.078, -1.652, -0.409], [1.524, 1.916, 1.201], [2.756, 1.146, 0.207], [1.707, 2.142, -0.584], [-2.230, -1.486, -0.924], [-0.406, 1.818, 0.499], [-0.628, -1.731, 1.471], [-3.703, 0.590, -0.609], [-2.502, 1.803, -0.655], [2.087, -2.668, -0.090], [2.983, -1.200, -0.927]],
  "lowdin_charge": [-0.344, -0.071, 0.054, -0.011, 0.157, 0.221, -0.099, 0.240, 0.185, 0.132, 0.091, 0.103, 0.220, 0.205, 0.140, 0.211, 0.143, 0.183, 0.241]
}

=====

{
  "formula": "C3H4NOP",
  "method": "wB97M-V/def2-TZVPD",
  "gap_ev": 6.84,
  "charge": 0,
  "e_lumo_ev": -0.9,
  "de_lowest_kj_mol": 256.1,
  "e_homo_ha": -0.286,
  "symbols": ["C", "C", "C", "N", "O", "P", "H", "H", "H", "H"],
  "coordinates": [[-1.566, 0.880, 0.047], [0.726, 0.637, 0.052], [0.812, -0.841, 0.020], [-0.442, -1.552, -0.096], [-2.264, 1.773, 0.252], [-1.883, -1.001, -0.120], [0.730, 1.210, -0.839], [1.195, 1.137, 0.800], [1.436, -0.988, -0.942], [1.256, -1.256, 0.826]],
  "lowdin_charge": [-0.410, -0.054, -0.388, -0.354, 0.047, 0.902, 0.035, 0.014, 0.144, 0.064]
}

=====

{
  "formula": "C2H25NO11",
  "method": "wB97M-V/def2-TZVPD",
  "gap_ev": 10.16,
  "charge": 0,
  "e_lumo_ev": 0.0,
  "smiles": "CNC=O.O.O.O.O.O.O.O.O.O.O",
  "e_homo_ha": -0.372,
  "symbols": ["C", "N", "C", "O", "H", "H", "H", "H", "H", "H", "H", "O", "H", "H", "O", "H", "H", "O", "H", "H", "O", "H", "H", "O", "H", "H", "O", "H", "H", "O", "H", "H", "O", "H", "H", "O", "H", "H", "O"],
  "coordinates": [[-2.129, -2.945, -0.212], [-1.326, -3.398, 0.807], [0.107, -3.152, 0.564], [-1.636, -2.336, -1.158], [-3.201, -3.029, -0.158], [-1.600, -3.446, 1.771], [0.657, -3.546, 1.385], [0.401, -2.101, 0.541], [0.404, -3.658, -0.368], [2.705, -0.450, 2.672], [2.172, 0.785, 1.894], [2.924, 0.102, 1.908], [4.043, -1.231, -0.825], [3.175, -0.421, 0.240], [3.290, -0.652, -0.700], [-0.881, 0.836, -4.591], [-0.106, 1.009, -3.257], [-0.470, 1.480, -4.010], [-0.254, -1.073, -1.252], [1.127, -0.349, -1.148], [0.187, -0.205, -1.331], [-2.248, -1.883, 3.518], [-3.169, -1.082, 2.397], [-2.716, -1.876, 2.685], [-3.950, 2.278, -0.106], [-3.015, 2.233, 1.166], [-3.906, 2.413, 0.842], [0.204, 1.819, 1.196], [1.132, 2.907, 1.891], [1.146, 2.069, 1.423], [-0.186, 4.070, -0.449], [-1.336, 3.422, -1.190], [-1.133, 3.902, -0.373], [-0.588, 0.535, 0.048], [-1.428, 1.935, 0.331], [-1.177, 1.056, 0.639], [4.088, 1.847, -2.796], [4.016, 0.879, -1.690], [4.672, 1.255, -2.304]],
  "lowdin_charge": [-0.308, -0.009, -0.073, -0.023, 0.129, 0.095, 0.069, 0.068, 0.103, 0.052, 0.030, -0.091, 0.059, 0.000, -0.065, 0.033, -0.007, -0.063, 0.018, 0.038, -0.053, 0.047, 0.051, -0.042, 0.037, 0.003, -0.052, 0.013, 0.060, -0.070, 0.053, 0.055, -0.044, 0.022, -0.001, -0.073, 0.030, -0.010, -0.081]
}

=====

{
  "formula": "C5H8O2",
  "method": "wB97M-V/def2-TZVPD",
  "gap_ev": 9.61,
  "charge": 0,
  "e_lumo_ev": 0.7,
  "de_lowest_kj_mol": 385.7,
  "e_homo_ha": -0.329,
  "symbols": ["C", "C", "C", "C", "O", "C", "O", "H", "H", "H", "H", "H", "H", "H", "H"],
  "coordinates": [[-0.419, 0.086, -1.542], [-0.027, -0.296, -0.134], [1.181, 0.359, 0.495], [1.216, -1.099, 0.092], [-1.128, -0.594, 0.670], [-1.790, 0.862, 1.569], [-2.133, 1.807, 1.006], [-1.031, 0.995, -1.540], [-1.003, -0.720, -1.997], [0.466, 0.266, -2.161], [1.746, 1.075, -0.096], [1.167, 0.577, 1.561], [1.814, -1.387, -0.769], [1.178, -1.834, 0.890], [-1.237, -0.097, 1.957]],
  "lowdin_charge": [-0.016, -0.606, -0.083, -0.077, -0.169, -0.015, 0.168, 0.079, 0.087, 0.085, 0.103, 0.098, 0.103, 0.106, 0.138]
}

=====

{
  "formula": "C14H18BiF6IN2O5S2SbSe4",
  "method": "wB97M-V/def2-TZVPD",
  "gap_ev": 6.56,
  "charge": -1,
  "e_lumo_ev": 1.5,
  "de_lowest_kj_mol": 39.1,
  "e_homo_ha": -0.186,
  "symbols": ["Bi", "C", "C", "C", "C", "C", "C", "C", "C", "C", "C", "H", "H", "H", "H", "H", "H", "H", "H", "H", "H", "H", "H", "H", "H", "F", "C", "F", "F", "S", "O", "O", "N", "S", "O", "O", "C", "F", "F", "F", "Se", "Sb", "Se", "Se", "Se", "N", "C", "O", "C", "I", "H", "H", "H", "H"],
  "coordinates": [[0.899, -0.493, -0.675], [0.716, 3.099, -2.851], [-0.688, 3.186, -2.245], [-0.613, 3.874, -0.885], [-1.358, 1.820, -2.184], [-1.299, 0.960, -3.285], [-1.868, -0.300, -3.248], [-2.532, -0.758, -2.112], [-3.076, -2.157, -2.064], [-2.625, 0.107, -1.029], [-2.043, 1.370, -1.059], [1.211, 4.070, -2.798], [0.709, 2.789, -3.896], [1.336, 2.384, -2.303], [-1.300, 3.811, -2.906], [-0.060, 3.261, -0.171], [-1.599, 4.072, -0.462], [-0.095, 4.829, -0.978], [-0.774, 1.266, -4.180], [-1.768, -0.956, -4.105], [-3.616, -2.400, -2.980], [-3.752, -2.294, -1.221], [-2.258, -2.876, -1.964], [-3.146, -0.215, -0.133], [-2.091, 1.982, -0.169], [1.235, 4.296, 1.860], [1.117, 3.464, 2.902], [-0.019, 3.745, 3.534], [2.133, 3.684, 3.728], [1.080, 1.723, 2.256], [2.064, 1.670, 1.205], [-0.288, 1.519, 1.842], [1.478, 0.992, 3.596], [1.288, -0.571, 3.671], [0.599, -0.995, 4.851], [0.883, -1.138, 2.405], [3.023, -1.145, 3.956], [3.874, -0.557, 3.125], [3.076, -2.466, 3.771], [3.396, -0.877, 5.207], [5.191, -2.711, -3.283], [3.186, -3.009, -2.052], [3.192, -1.537, 0.049], [1.313, -1.570, -3.050], [2.404, -5.228, -1.554], [-0.197, -4.383, 0.981], [-0.566, -3.126, 0.819], [-0.135, -2.498, -0.168], [-1.488, -2.495, 1.827], [-3.345, -3.541, 2.010], [0.496, -4.751, 0.322], [-0.548, -4.939, 1.742], [-1.713, -1.475, 1.539], [-1.041, -2.509, 2.815]],
  "lowdin_charge": [1.159, -0.064, -0.371, -0.078, -0.234, -0.076, -0.104, -0.300, -0.046, -0.068, -0.077, 0.078, 0.070, 0.074, 0.140, 0.057, 0.083, 0.081, 0.109, 0.109, 0.080, 0.052, 0.080, 0.109, 0.096, 0.125, -0.677, 0.139, 0.142, 0.544, -0.370, -0.331, -0.287, 0.585, -0.267, -0.400, -0.690, 0.110, 0.131, 0.137, -0.192, -0.280, 0.044, -0.025, -0.156, 0.210, -0.624, -0.282, -0.559, 0.805, 0.020, 0.102, 0.042, 0.041]
}